1.
DFT (ωB97M-V/def2-TZVPD) results for a cluster of 11 separate species, C30H82O11 in total.

Geometry (Å):
O 16.470 7.164 12.982
H 17.455 7.188 12.876
H 16.322 7.784 13.696
C 12.273 14.412 8.223
C 12.832 13.191 8.893
C 13.518 12.328 7.855
O 13.801 13.617 9.933
H 11.740 15.026 8.935
H 11.682 14.091 7.315
H 13.170 14.889 7.786
H 12.086 12.650 9.443
H 12.835 12.110 7.004
H 13.923 11.376 8.251
H 14.321 12.951 7.476
H 14.560 14.169 9.631
C 21.545 7.284 11.178
C 20.378 8.213 11.356
C 20.037 8.951 10.067
O 19.176 7.664 11.839
H 21.322 6.668 10.292
H 21.676 6.607 12.004
H 22.450 7.789 10.976
H 20.594 8.999 12.099
H 20.844 9.647 9.776
H 19.082 9.485 10.181
H 19.821 8.195 9.275
H 18.474 7.649 11.171
C 10.928 9.623 9.449
C 10.731 8.032 9.532
C 10.036 7.483 8.237
O 11.996 7.402 9.776
H 11.394 9.993 10.388
H 9.936 10.046 9.349
H 11.537 9.709 8.521
H 10.016 7.791 10.310
H 10.468 7.796 7.283
H 8.940 7.574 8.224
H 10.349 6.436 8.231
H 12.050 6.905 10.611
C 15.387 8.538 8.342
C 16.011 7.395 9.069
C 17.060 6.665 8.240
O 16.713 7.834 10.289
H 14.742 8.174 7.454
H 16.172 9.186 8.009
H 14.761 9.094 9.061
H 15.295 6.704 9.403
H 17.596 5.966 8.843
H 17.830 7.401 7.908
H 16.555 6.132 7.417
H 16.155 7.575 11.063
C 17.683 12.412 15.123
C 16.396 12.914 15.722
C 15.485 13.531 14.671
O 15.598 11.815 16.282
H 18.179 13.183 14.554
H 17.456 11.540 14.480
H 18.394 12.064 15.905
H 16.515 13.698 16.547
H 16.026 14.400 14.228
H 14.542 13.718 15.119
H 15.282 12.722 13.964
H 16.049 11.416 17.038
C 15.921 16.166 11.346
C 16.955 15.481 10.518
C 17.603 14.241 11.136
O 16.559 15.112 9.180
H 15.085 15.497 11.572
H 15.430 16.955 10.744
H 16.319 16.629 12.252
H 17.774 16.199 10.316
H 16.803 13.680 11.681
H 18.260 14.615 11.952
H 18.239 13.650 10.473
H 16.283 15.876 8.684
C 8.184 8.435 14.537
C 9.561 8.661 13.886
C 10.273 7.425 13.602
O 9.523 9.425 12.700
H 7.538 7.810 13.933
H 7.843 9.405 14.764
H 8.272 8.005 15.512
H 10.132 9.293 14.603
H 9.708 6.890 12.793
H 10.472 6.788 14.468
H 11.252 7.606 13.197
H 10.088 10.245 12.802
C 15.235 8.230 17.392
C 14.539 8.418 16.016
C 13.199 9.102 16.042
O 15.419 9.200 15.136
H 14.684 7.448 17.901
H 15.247 9.126 17.994
H 16.270 7.976 17.217
H 14.512 7.438 15.550
H 12.492 8.500 16.618
H 12.785 9.114 15.004
H 13.336 10.069 16.488
H 15.397 10.119 15.428
C 10.433 13.645 12.268
C 10.609 12.764 13.472
C 9.315 12.497 14.203
O 11.238 11.562 13.073
H 9.645 13.240 11.637
H 11.354 13.745 11.696
H 10.188 14.696 12.504
H 11.194 13.276 14.318
H 8.563 12.029 13.504
H 8.906 13.431 14.625
H 9.494 11.757 14.975
H 12.135 11.722 12.743
C 15.859 10.705 11.832
C 14.363 10.728 11.479
C 13.771 9.419 11.966
O 13.749 11.831 12.205
H 15.948 10.510 12.905
H 16.383 11.631 11.539
H 16.323 9.888 11.324
H 14.131 10.943 10.447
H 13.950 9.213 13.009
H 14.225 8.626 11.341
H 12.676 9.414 11.808
H 13.782 12.598 11.552

Summary:
Energy above the lowest of the compared OMol25 structures with the same formula, charge and spin: 0.00 kJ/mol
Structure (SMILES): CC(C)O.CC(C)O.CC(C)O.CC(C)O.CC(C)O.CC(C)O.CC(C)O.CC(C)O.CC(C)O.CC(C)O.O
Orbital gap: 9.9659 eV
HOMO: -9.490 eV

Mulliken population analysis, charges in e, atoms 1 to 8: number 1, O, carries -0.68; number 2, H, carries 0.37; number 3, H, carries 0.29; number 4, C, carries -1.43; number 5, C, carries 0.84; number 6, C, carries -1.29; number 7, O, carries -0.30; number 8, H, carries 0.34



2.
DFT (ωB97M-V/def2-TZVPD) results for a cluster of 11 separate species, C30H82O11 in total.

Geometry (Å):
C -2.523 -3.553 0.872
C -1.971 -3.820 2.312
O -2.969 -3.623 3.231
C -2.610 -3.709 4.638
C -3.849 -3.673 5.485
H -1.684 -3.467 0.182
H -3.116 -4.412 0.555
H -3.049 -2.608 0.741
H -1.513 -4.808 2.369
H -1.135 -3.140 2.471
H -2.084 -4.648 4.809
H -1.847 -3.007 4.975
H -3.520 -3.629 6.524
H -4.460 -4.570 5.388
H -4.425 -2.782 5.232
C -1.176 -3.691 -3.245
C 0.359 -3.873 -3.112
O 0.908 -2.602 -2.876
C 2.282 -2.568 -3.067
C 2.901 -1.319 -2.419
H -1.546 -2.833 -3.806
H -1.752 -4.573 -3.523
H -1.492 -3.563 -2.210
H 0.558 -4.553 -2.284
H 0.731 -4.424 -3.975
H 2.776 -3.436 -2.631
H 2.536 -2.526 -4.127
H 2.608 -0.359 -2.843
H 3.986 -1.421 -2.444
H 2.616 -1.273 -1.368
C 2.496 -3.993 0.548
C 2.896 -3.307 1.877
O 1.711 -2.726 2.478
C 2.016 -1.903 3.566
C 0.770 -1.350 4.264
H 2.053 -3.336 -0.201
H 3.358 -4.470 0.081
H 1.781 -4.795 0.733
H 3.344 -4.005 2.585
H 3.597 -2.496 1.676
H 2.579 -2.565 4.223
H 2.684 -1.057 3.402
H 0.227 -2.127 4.803
H 0.143 -0.807 3.557
H 0.996 -0.593 5.015
C -3.548 0.122 1.889
C -3.180 1.561 2.250
C -2.079 1.590 3.279
O -2.603 2.091 1.076
H -2.746 -0.381 1.350
H -4.333 0.162 1.133
H -3.840 -0.480 2.750
H -4.037 2.103 2.653
H -1.887 2.583 3.684
H -1.130 1.220 2.891
H -2.326 0.937 4.117
H -1.896 1.517 0.772
C 2.575 3.561 -5.132
C 3.557 2.529 -4.490
C 3.367 2.526 -2.953
O 3.159 1.287 -4.917
H 1.535 3.405 -4.843
H 2.600 3.594 -6.221
H 2.893 4.564 -4.846
H 4.594 2.661 -4.800
H 3.557 3.537 -2.593
H 4.186 1.896 -2.605
H 2.432 2.098 -2.591
H 3.168 1.317 -5.876
C 1.312 3.705 4.086
C 0.988 4.544 2.890
O 0.865 3.676 1.753
H 0.495 2.993 4.209
H 1.323 4.331 4.978
H 2.278 3.216 3.956
H 1.858 5.180 2.728
H 0.061 5.112 2.977
H 1.772 3.441 1.546
C -4.432 -0.323 -1.899
C -5.913 -0.086 -2.225
O -6.638 0.223 -1.028
H -3.890 0.580 -1.617
H -3.896 -0.727 -2.758
H -4.326 -1.041 -1.086
H -6.308 -0.997 -2.674
H -5.928 0.720 -2.958
H -6.347 1.090 -0.737
C 0.471 -0.669 0.530
C 0.188 0.738 -0.015
O -1.079 0.747 -0.653
H 0.459 -1.422 -0.257
H -0.275 -1.020 1.243
H 1.417 -0.737 1.066
H 1.034 1.012 -0.645
H 0.087 1.405 0.841
H -1.011 0.326 -1.514
C -1.693 1.225 -4.393
C -0.488 0.232 -4.241
O -0.642 -0.390 -3.029
H -1.531 2.043 -3.692
H -2.634 0.748 -4.117
H -1.744 1.639 -5.401
H 0.413 0.845 -4.212
H -0.435 -0.484 -5.061
H -0.192 -1.230 -3.147
C 4.241 0.671 0.865
C 3.462 1.446 1.879
O 3.358 2.776 1.448
H 4.128 -0.384 1.115
H 5.289 0.966 0.816
H 3.814 0.689 -0.138
H 3.944 1.513 2.855
H 2.431 1.102 1.962
H 4.192 3.208 1.646
C 0.349 3.872 -1.561
C -0.329 4.997 -0.826
O -1.181 4.476 0.236
H 1.070 4.152 -2.329
H -0.367 3.135 -1.925
H 0.917 3.342 -0.797
H -0.946 5.489 -1.578
H 0.317 5.757 -0.384
H -0.511 4.136 0.835

Summary:
Energy above the lowest of the compared OMol25 structures with the same formula, charge and spin: 110.17 kJ/mol
2S+1: 2
Net charge: +1
Orbital gap (alpha / beta): 9.9456 / 3.8212 eV
HOMO (alpha / beta): -11.554 / -11.551 eV

Mulliken population analysis, charges in e, atoms 1 to 8: number 1, C, carries -0.66; number 2, C, carries 0.29; number 3, O, carries -0.35; number 4, C, carries 0.06; number 5, C, carries -1.29; number 6, H, carries 0.04; number 7, H, carries 0.51; number 8, H, carries -0.06



Which of these has the highest energy above the lowest of the compared OMol25 structures with the same formula, charge and spin? number 2